Record 1
15
Properties=species:S:1:pos:R:3 method="wB97M-V/def2-TZVPD" lumo_energy_ev="0.163 / -1.614" s2=2.010 multiplicity=3 homo_energy_ev="-6.76 / -9.49" e_tot_ha=-509.00629 orbital_gap_ev="6.92 / 7.88"
H -0.1382 -1.7262 -1.1216
O -1.6807 0.5659 0.6054
H -4.0026 0.6002 -0.6973
H -2.3038 -1.1038 -1.2426
H 0.1763 1.3465 1.3274
C 0.6243 -0.0264 -0.0261
H 1.5705 -1.3429 -1.3520
C -0.2485 0.6299 0.6525
H -3.2604 -1.3044 0.9097
Si -2.8268 -0.3307 -0.1350
B 3.3911 0.8243 0.6108
H 0.1396 -0.1987 -2.0099
H 3.1958 1.8298 0.1455
H 3.8868 0.0500 1.1476
C 0.5255 -0.9519 -1.2678



Record 2
28
Properties=species:S:1:pos:R:3 method="wB97M-V/def2-TZVPD" lumo_energy_ev="-9.923 / -9.923" de_lowest_kj_mol=22.5 total_charge=+2 homo_energy_ev="-15.43 / -15.43" e_tot_ha=-5728.47805 orbital_gap_ev="5.50 / 5.50"
Se 1.0669 -0.4455 5.6913
C -2.1056 2.3342 -0.1182
O 1.7935 -5.0809 -1.9237
C 0.9381 -0.4292 4.0276
H 1.1951 3.2817 -0.4125
H 1.2133 -5.8422 -2.0886
C -0.4987 4.5373 -0.8035
C 2.0520 -2.9752 -0.9587
Mo 1.0830 -0.3214 0.9746
H -2.3748 5.5344 -1.1522
Br 3.2421 0.7242 0.9250
C -0.5653 -3.0559 -0.0315
C 0.1150 3.3698 -0.4377
H -2.6966 1.4705 0.1466
C -0.6744 2.2144 -0.0931
N 0.2357 -2.0198 0.2391
C 1.4988 -1.9612 -0.2161
C 1.2537 -4.1105 -1.2361
C -0.0502 1.0566 0.2514
H -3.7674 3.6144 -0.4974
N 0.8634 -0.3692 2.8076
C -1.8981 4.6161 -0.8345
H -0.7124 -4.9721 -0.9422
C -2.6920 3.5196 -0.4747
H 0.0849 5.4037 -1.0783
C -0.0741 -4.1219 -0.7532
H 3.0622 -2.9441 -1.3431
H -1.5872 -3.0274 0.3315



Record 3
16
Properties=species:S:1:pos:R:3 method="wB97M-V/def2-TZVPD" lumo_energy_ev=1.068 de_lowest_kj_mol=423.8 homo_energy_ev=-8.45 smiles=CO[C@H]1C[C@H]1C e_tot_ha=-271.59120 orbital_gap_ev=9.51
C 1.0012 1.7773 0.0593
H 2.5277 -0.8451 0.0238
H -1.1620 -1.7973 -0.1357
H 0.9782 0.5838 -1.7480
H 1.0207 -1.5650 -0.5653
H 1.0506 -0.7174 0.9987
H 1.6439 1.8560 0.9349
C 0.8649 0.5189 -0.6506
C -1.9293 -1.1661 0.3193
H -2.5907 -0.7853 -0.4775
H 1.1373 2.6782 -0.5846
H -2.5535 -1.8173 0.9597
O -1.2927 -0.1030 1.0827
H -1.4777 1.2142 -0.4121
C -0.6563 0.8852 0.2171
C 1.4377 -0.7171 -0.0216



Record 4
6
Properties=species:S:1:pos:R:3 method="wB97M-V/def2-TZVPD" lumo_energy_ev=3.845 de_lowest_kj_mol=130.2 total_charge=-1 homo_energy_ev=-4.04 e_tot_ha=-588.28052 orbital_gap_ev=7.89
S -1.7579 2.8301 0.4440
H 1.4838 -0.8860 -0.4165
O -2.3343 1.3955 -1.6665
C 0.9509 -0.0328 -0.7699
C -0.1438 0.5226 -0.5763
C -1.7908 1.5701 -0.6041



Record 5
13
Properties=species:S:1:pos:R:3 method="wB97M-V/def2-TZVPD" lumo_energy_ev="-0.053 / -2.124" de_lowest_kj_mol=512.1 homo_energy_ev="-8.82 / -7.47" e_tot_ha=-1023.60789 orbital_gap_ev="8.77 / 5.34"
C 1.9722 -0.2530 -1.0826
N 0.5934 -0.0854 -1.0101
S 2.7957 1.3321 -0.7395
H 2.2709 -0.3839 -2.0954
H -1.4464 1.5827 0.6932
H 2.5350 1.3079 0.6152
C -2.1389 -0.6472 0.7433
N -0.0961 0.4457 -0.1746
S -3.2229 -0.4850 2.2373
H -2.9798 -0.6499 0.0797
H -1.4733 -1.6300 0.7950
H 2.4263 -1.0351 -0.4425
C -1.2361 0.5011 0.3809



Record 6
44
Properties=species:S:1:pos:R:3 method="wB97M-V/def2-TZVPD" lumo_energy_ev=0.271 de_lowest_kj_mol=1636.0 homo_energy_ev=-8.22 smiles="CNC(=O)CN(c1ccc(F)cc1)S(=O)(=O)c1cc(C)ccc1OC" e_tot_ha=-1567.12014 orbital_gap_ev=8.50
H 4.1657 -2.6188 1.1384
H -3.7792 0.3380 2.1829
H -1.7592 0.6884 3.6738
H -2.1806 -0.4922 -2.0131
N 0.9305 0.3841 0.2402
C 1.7311 1.3398 0.7190
N 3.1144 1.8844 -1.1587
H -5.1490 -0.7941 0.7731
H -5.6861 -0.9845 -1.6950
C 4.1324 2.2581 -1.9024
H -4.4049 -1.4657 -2.8468
H 2.1729 1.5881 -1.4554
H 4.3007 1.2894 -2.6189
O -0.0821 2.4936 -0.9890
H -0.2950 -1.8062 -0.6138
H 4.7796 2.5612 -1.0905
S -0.1894 0.9008 -0.8737
H -0.7466 2.2738 3.3542
C -2.0475 0.6334 0.8985
H 1.7990 1.3522 1.9989
C -4.7212 -1.6558 -1.8451
C 2.6195 -1.0563 0.5955
C -3.3944 0.3440 1.0673
C 3.1771 2.0105 0.1580
C -1.7793 0.3295 -0.4877
H 0.3972 -4.0061 -0.5198
O 4.0595 2.1970 0.7969
F 2.7675 -4.7584 0.1209
C 1.3677 -0.9646 0.3659
C -2.6685 -0.2439 -1.1250
O 0.1411 0.3871 -2.0948
C -4.2688 -0.4567 0.5942
C 2.3852 -3.5071 0.2223
C -3.8131 -0.6629 -0.8281
C 0.6259 -1.8477 -0.4005
H 1.0311 2.4340 0.8940
H 3.7448 3.0913 -2.5621
H -2.5705 2.2292 3.1237
H -4.6509 -2.5858 -1.7597
O -1.2312 1.0939 1.6746
C -1.5713 1.7817 2.9652
C 3.1080 -2.2626 0.7370
H 3.4008 -0.5618 0.9511
C 1.0369 -3.1519 -0.3657